No. 1
The following is a quantum chemistry calculation of C8H26NiO6 as an isolated structure, from OMol25.

## Properties
Relative energy (zero: lowest compared OMol25 entry of this formula, charge and spin) = 883.7 kJ/mol
LUMO (alpha / beta) = -8.6 / -12.4 eV
Net charge = +2
2S+1 = 3
Kohn-Sham gap (alpha / beta) = 6.188 / 2.435 eV

CARTESIAN COORDINATES (ANGSTROEM)
Ni: -7.651 -7.379 -19.272
C: -8.814 -4.110 -23.177
O: -8.087 -5.208 -22.710
H: -9.425 -4.252 -24.068
H: -9.511 -3.860 -22.378
H: -8.212 -3.204 -23.252
H: -7.540 -5.458 -23.457
C: -10.675 -4.709 -16.183
O: -9.564 -4.616 -17.109
H: -11.606 -4.509 -16.714
H: -10.744 -5.596 -15.554
H: -10.717 -3.885 -15.471
H: -9.584 -3.678 -17.313
C: -12.142 -9.634 -18.573
O: -11.352 -8.846 -19.502
H: -12.978 -9.067 -18.164
H: -12.553 -10.503 -19.086
H: -11.533 -10.061 -17.776
H: -11.997 -8.487 -20.117
C: -5.761 -7.957 -14.640
O: -6.492 -8.680 -15.685
H: -6.416 -7.874 -13.773
H: -4.806 -8.395 -14.350
H: -5.589 -6.903 -14.861
H: -6.641 -9.561 -15.335
C: -5.939 -10.813 -20.942
O: -5.442 -9.520 -20.672
C: -4.001 -9.554 -20.723
C: -3.484 -8.097 -20.774
O: -4.274 -7.291 -19.841
C: -3.759 -6.013 -19.673
H: -5.888 -10.968 -22.020
H: -7.012 -10.842 -20.755
H: -5.428 -11.648 -20.462
H: -3.615 -10.125 -21.568
H: -3.633 -10.022 -19.811
H: -3.719 -7.774 -21.789
H: -2.413 -8.005 -20.599
H: -3.693 -5.481 -20.622
H: -2.854 -5.872 -19.081
H: -4.462 -5.472 -19.038

Atomic partial charges in e from the Mulliken method, atoms 1 to 5: Ni 0.95; C -0.57; O -0.47; H 0.28; H 0.20

No. 2
The following is a quantum chemistry calculation of a 2-piece molecular cluster, CH3NOS2 overall, from OMol25.

## Properties
Relative energy (zero: lowest compared OMol25 entry of this formula, charge and spin) = 245.7 kJ/mol
LUMO (alpha / beta) = -0.1 / -3.6 eV
Kohn-Sham gap (alpha / beta) = 7.961 / 4.009 eV

CARTESIAN COORDINATES (ANGSTROEM)
C: -1.862 -0.127 0.271
N: 1.924 0.377 -0.071
O: -0.724 0.299 0.434
S: -2.893 -0.507 -1.077
S: 2.831 -0.918 -0.413
H: -2.330 -0.523 1.125
H: 2.137 1.141 -0.677
H: 0.918 0.259 0.408

Atomic partial charges in e from the Mulliken method, atoms 1 to 5: C 0.15; N -0.38; O -0.53; S 0.03; S -0.20

No. 3
The following is a quantum chemistry calculation of one molecule with the formula CH2N4O2, from OMol25.

## Properties
Relative energy (zero: lowest compared OMol25 entry of this formula, charge and spin) = 518.7 kJ/mol
LUMO = -0.5 eV
Kohn-Sham gap = 8.412 eV
SMILES = O/N=c1\nn[nH]o1

CARTESIAN COORDINATES (ANGSTROEM)
C: -0.196 -0.217 -0.088
H: -3.229 -0.059 0.551
H: 2.927 -0.358 -0.171
N: -1.435 -0.665 -0.049
N: 0.126 1.059 -0.159
N: 1.376 1.115 -0.067
N: 1.882 -0.191 0.223
O: -2.336 0.402 -0.047
O: 0.885 -1.088 -0.193

Atomic partial charges in e from the Mulliken method, atoms 1 to 5: C 0.71; H 0.39; H 0.31; N -0.44; N -0.06

No. 4
The following is a quantum chemistry calculation of a 17-piece molecular cluster, C62H172N14O17 overall, from OMol25.

## Properties
Relative energy (zero: lowest compared OMol25 entry of this formula, charge and spin) = 0.0 kJ/mol
LUMO = 0.5 eV
Kohn-Sham gap = 9.096 eV

CARTESIAN COORDINATES (ANGSTROEM)
C: -22.184 4.401 24.381
C: -22.004 5.893 24.289
C: -22.808 6.564 23.175
O: -22.191 6.426 21.900
C: -22.951 6.995 20.883
N: -22.243 6.541 25.577
H: -21.771 3.907 23.508
H: -23.204 4.154 24.561
H: -21.471 4.012 25.145
H: -20.968 6.169 23.954
H: -22.887 7.635 23.405
H: -23.842 6.220 23.037
H: -22.241 7.092 20.048
H: -23.284 7.991 21.145
H: -23.783 6.389 20.621
H: -21.573 6.344 26.235
H: -22.422 7.489 25.560
C: -18.784 -3.116 21.779
C: -19.047 -1.637 22.021
C: -20.003 -1.046 21.037
O: -19.455 -1.100 19.716
C: -20.151 -0.422 18.737
N: -19.478 -1.405 23.436
H: -18.175 -3.080 20.854
H: -19.669 -3.649 21.510
H: -18.262 -3.593 22.565
H: -18.139 -1.081 21.852
H: -20.085 -0.024 21.334
H: -20.983 -1.580 21.016
H: -19.866 -0.784 17.748
H: -19.894 0.644 18.778
H: -21.246 -0.534 18.868
H: -18.673 -1.306 24.035
H: -20.059 -2.134 23.771
C: -18.029 2.495 20.889
C: -18.805 3.259 21.950
C: -17.902 3.594 23.133
O: -17.513 2.389 23.851
C: -18.443 1.859 24.766
N: -19.388 4.454 21.378
H: -17.409 1.668 21.286
H: -17.353 3.145 20.343
H: -18.707 2.105 20.119
H: -19.677 2.667 22.319
H: -18.547 4.245 23.848
H: -17.015 4.183 22.774
H: -19.217 1.252 24.304
H: -18.961 2.638 25.385
H: -17.903 1.226 25.455
H: -19.757 5.071 22.089
H: -20.087 4.324 20.669
C: -21.895 -3.412 18.418
C: -22.289 -4.791 18.177
C: -21.143 -5.704 17.761
O: -20.141 -5.686 18.706
C: -18.847 -5.827 18.176
N: -22.880 -5.295 19.455
H: -22.716 -2.766 18.718
H: -21.439 -2.981 17.475
H: -21.105 -3.326 19.210
H: -23.082 -4.856 17.390
H: -20.795 -5.324 16.777
H: -21.575 -6.702 17.571
H: -18.682 -5.350 17.206
H: -18.513 -6.843 18.074
H: -18.185 -5.279 18.857
H: -22.133 -5.200 20.160
H: -23.673 -4.687 19.779
C: -26.572 8.707 19.598
C: -26.899 9.309 20.987
C: -26.515 8.341 22.100
O: -27.067 8.738 23.322
C: -26.706 7.807 24.352
N: -26.225 10.569 21.029
H: -26.759 9.496 18.930
H: -27.192 7.919 19.313
H: -25.504 8.549 19.432
H: -27.982 9.502 21.078
H: -25.430 8.250 22.119
H: -26.826 7.331 21.800
H: -25.631 7.640 24.348
H: -27.213 6.900 24.205
H: -26.995 8.310 25.287
H: -26.365 10.951 21.928
H: -25.236 10.318 20.975
C: -25.796 5.236 18.228
C: -25.378 5.220 16.779
C: -26.651 5.278 15.887
O: -27.123 6.597 15.878
C: -28.236 6.863 15.046
N: -24.511 6.348 16.286
H: -26.420 6.097 18.425
H: -24.886 5.244 18.866
H: -26.414 4.305 18.415
H: -24.824 4.298 16.615
H: -27.467 4.695 16.288
H: -26.269 4.929 14.863
H: -27.970 6.831 13.990
H: -28.596 7.806 15.288
H: -29.019 6.099 15.229
H: -25.112 7.140 16.204
H: -24.338 6.014 15.340
C: -21.879 4.221 13.518
C: -22.681 5.475 13.289
C: -22.204 6.080 11.949
O: -22.845 7.356 11.671
C: -22.731 7.679 10.325
N: -24.117 5.300 13.349
H: -21.995 3.713 14.443
H: -20.842 4.441 13.363
H: -22.155 3.472 12.755
H: -22.328 6.172 14.032
H: -22.342 5.462 11.090
H: -21.104 6.297 12.104
H: -23.042 6.748 9.740
H: -21.652 7.851 10.088
H: -23.384 8.509 10.018
H: -24.555 6.131 13.041
H: -24.344 4.511 12.791
C: -27.686 -3.410 21.472
C: -28.834 -2.779 22.368
C: -28.201 -2.195 23.633
O: -27.707 -3.342 24.379
C: -27.199 -2.842 25.627
N: -29.584 -1.753 21.615
H: -28.210 -3.751 20.548
H: -27.188 -4.220 21.967
H: -26.989 -2.630 21.178
H: -29.434 -3.611 22.682
H: -28.884 -1.539 24.184
H: -27.328 -1.565 23.351
H: -26.574 -1.928 25.548
H: -26.656 -3.637 26.098
H: -28.073 -2.590 26.314
H: -30.424 -1.437 22.136
H: -29.852 -2.224 20.737
C: -24.679 2.683 21.274
C: -23.653 2.615 20.109
C: -22.319 3.301 20.521
O: -21.403 3.279 19.432
C: -21.663 4.193 18.398
N: -23.445 1.326 19.558
H: -24.189 2.189 22.132
H: -25.519 2.061 21.050
H: -25.008 3.694 21.662
H: -23.983 3.239 19.287
H: -21.937 2.727 21.397
H: -22.451 4.331 20.868
H: -22.755 4.326 18.211
H: -21.160 3.882 17.510
H: -21.325 5.173 18.649
H: -23.067 0.685 20.191
H: -22.901 1.287 18.692
C: -22.842 0.706 15.743
C: -23.191 -0.724 15.403
C: -24.343 -1.197 16.273
O: -24.757 -2.513 15.936
C: -25.837 -2.881 16.694
N: -23.671 -0.863 14.067
H: -22.478 0.811 16.786
H: -23.703 1.312 15.529
H: -21.997 0.968 15.022
H: -22.334 -1.355 15.527
H: -25.206 -0.530 16.254
H: -23.944 -1.198 17.296
H: -26.253 -3.872 16.380
H: -26.672 -2.132 16.682
H: -25.542 -3.070 17.769
H: -23.097 -0.581 13.268
H: -23.975 -1.813 13.950
C: -19.496 9.027 23.323
C: -18.868 8.634 21.931
C: -17.723 7.620 22.152
O: -16.979 7.470 20.975
C: -16.137 6.357 20.815
N: -19.903 8.198 20.969
H: -20.167 9.835 23.223
H: -18.822 9.329 24.142
H: -20.048 8.155 23.708
H: -18.384 9.522 21.529
H: -18.182 6.714 22.564
H: -17.006 7.904 23.000
H: -15.537 6.083 21.677
H: -15.467 6.605 19.964
H: -16.692 5.531 20.473
H: -19.417 8.057 20.090
H: -20.221 7.255 21.271
C: -23.773 -2.417 21.242
C: -24.254 -1.681 22.463
C: -23.089 -1.606 23.490
O: -23.430 -0.693 24.556
C: -22.716 -0.977 25.687
N: -24.726 -0.321 22.094
H: -22.925 -1.888 20.802
H: -24.573 -2.389 20.480
H: -23.513 -3.507 21.435
H: -25.090 -2.264 22.903
H: -22.193 -1.344 22.964
H: -22.985 -2.539 23.950
H: -22.962 -0.249 26.443
H: -21.623 -0.849 25.554
H: -23.000 -1.957 26.056
H: -25.730 -0.296 21.800
H: -24.572 0.266 22.935
C: -27.829 2.886 22.945
C: -28.206 3.788 21.771
C: -29.695 3.521 21.350
O: -30.245 4.431 20.395
C: -29.555 4.433 19.212
N: -27.988 5.203 22.121
H: -28.237 1.889 22.953
H: -28.089 3.351 23.910
H: -26.748 2.757 22.986
H: -27.633 3.583 20.895
H: -30.408 3.614 22.158
H: -29.645 2.479 20.961
H: -30.014 5.171 18.496
H: -29.534 3.463 18.670
H: -28.495 4.742 19.297
H: -28.725 5.538 22.664
H: -27.941 5.707 21.274
C: -19.337 2.469 16.271
C: -18.888 3.894 16.204
C: -18.266 4.448 17.527
O: -17.905 5.771 17.251
C: -18.637 6.803 18.015
N: -18.064 4.045 15.010
H: -18.478 1.835 16.572
H: -19.637 2.175 15.262
H: -20.140 2.359 16.940
H: -19.715 4.528 16.013
H: -17.417 3.940 17.982
H: -19.052 4.328 18.256
H: -19.534 7.019 17.525
H: -17.864 7.559 18.099
H: -18.881 6.388 18.977
H: -17.172 3.623 15.029
H: -17.817 5.013 14.995
C: -25.819 4.537 25.914
C: -25.216 5.215 27.128
O: -24.065 4.523 27.646
H: -25.966 3.466 26.037
H: -25.197 4.732 25.038
H: -26.810 4.993 25.717
H: -25.983 5.342 27.876
H: -24.854 6.221 26.891
H: -23.346 4.905 27.127
C: -27.621 1.199 18.691
C: -27.252 0.018 19.578
O: -27.564 0.222 20.976
H: -27.303 0.824 17.737
H: -27.061 2.087 18.974
H: -28.704 1.411 18.705
H: -26.203 -0.187 19.538
H: -27.779 -0.885 19.242
H: -28.173 -0.499 21.188
C: -23.083 9.179 18.000
C: -22.022 8.330 17.267
O: -22.129 6.955 17.616
H: -23.008 10.284 17.709
H: -23.038 9.081 19.067
H: -24.059 8.929 17.647
H: -21.006 8.633 17.488
H: -22.195 8.529 16.166
H: -22.976 6.519 17.159

Atomic partial charges in e from the Mulliken method, atoms 1 to 5: C -0.28; C 2.28; C -1.22; O 1.46; C -0.97

No. 5
The following is a quantum chemistry calculation of a 2-piece molecular cluster, C4H7Cl overall, from OMol25.

## Properties
Relative energy (zero: lowest compared OMol25 entry of this formula, charge and spin) = 465.7 kJ/mol
LUMO = -0.8 eV
Kohn-Sham gap = 8.210 eV

CARTESIAN COORDINATES (ANGSTROEM)
C: -1.579 -0.898 0.236
C: -0.583 -0.056 0.113
C: -0.385 1.421 -0.031
C: 2.002 -1.292 -0.094
Cl: 3.014 0.034 0.099
H: -1.218 -1.958 0.434
H: -2.653 -0.762 0.285
H: -0.772 1.849 -0.978
H: -0.868 1.903 0.720
H: 0.647 1.822 0.183
H: 0.321 -0.472 0.180
H: 2.073 -1.590 -1.148

Atomic partial charges in e from the Mulliken method, atoms 1 to 5: C -0.89; C 0.66; C -0.95; C -0.28; Cl -0.04